Entry 1:
{
  "formula": "C9H14",
  "method": "the ωB97M-V functional and the def2-TZVPD basis",
  "multiplicity": 2,
  "gap_ev": [10.1458, 6.3705],
  "homo_energy_ev": [-14.40, -14.41],
  "energy_ha": -350.93423,
  "e_lumo_ev": [-4.26, -8.04],
  "molar_mass_g_mol": 122.2,
  "total_charge": 1,
  "elements": ["C", "C", "C", "C", "C", "C", "C", "H", "H", "H", "H", "H", "H", "H", "H", "C", "C", "H", "H", "H", "H", "H", "H"],
  "coordinates": [[-0.539, 0.059, 1.769], [2.095, 1.625, -1.176], [1.511, 2.472, -0.312], [1.825, 0.222, -1.209], [0.551, 2.089, 0.600], [0.763, -0.172, -0.391], [0.182, 0.720, 0.591], [2.748, 1.932, -1.961], [2.002, 3.546, -0.285], [2.437, -0.586, -1.760], [0.209, 2.763, 1.331], [0.233, -1.116, -0.618], [-1.547, 0.046, 1.349], [-0.331, 0.460, 2.855], [-0.143, -0.999, 1.683], [-2.876, -3.182, -0.473], [-2.000, -2.182, 0.277], [-2.718, -3.176, -1.579], [-2.761, -4.135, -0.132], [-3.959, -3.143, -0.540], [-2.318, -1.842, 1.257], [-1.904, -1.112, -0.217], [-1.024, -2.537, 0.570]],
  "mulliken_spin": [0.043, 0.256, 0.078, -0.042, 0.099, 0.216, 0.252, 0.009, 0.007, 0.001, 0.002, 0.017, 0.051, 0.006, -0.001, 0.001, -0.001, 0.000, 0.000, 0.000, 0.001, 0.004, -0.001]
}

Entry 2:
{
  "formula": "C22H28FN5O4S",
  "method": "the ωB97M-V functional and the def2-TZVPD basis",
  "multiplicity": 1,
  "gap_ev": 8.1164,
  "homo_energy_ev": -8.28,
  "energy_ha": -1928.00889,
  "e_lumo_ev": -0.16,
  "molar_mass_g_mol": 477.6,
  "elements": ["C", "H", "O", "C", "C", "N", "C", "O", "C", "C", "N", "H", "H", "C", "N", "S", "C", "O", "N", "H", "H", "C", "C", "C", "C", "C", "C", "C", "H", "H", "F", "H", "H", "H", "C", "O", "N", "H", "C", "C", "C", "C", "C", "C", "H", "H", "H", "H", "H", "H", "H", "H", "H", "H", "H", "H", "H", "H", "H", "H", "H"],
  "coordinates": [[-1.663, -3.781, -2.963], [-2.738, -3.859, -2.763], [-0.916, -3.977, -1.785], [-1.270, -3.119, -0.733], [-0.800, -1.664, -0.963], [-0.499, -0.976, 0.267], [0.730, -0.862, 0.839], [0.904, -0.045, 1.755], [1.840, -1.688, 0.411], [3.134, -1.531, 0.936], [3.538, -0.603, 1.806], [2.831, -0.023, 2.233], [4.493, -0.663, 2.132], [4.008, -2.512, 0.370], [3.443, -3.339, -0.485], [1.876, -3.036, -0.695], [5.435, -2.627, 0.726], [5.971, -1.888, 1.538], [6.082, -3.617, 0.082], [5.578, -4.196, -0.567], [7.057, -3.779, 0.267], [-1.563, -0.121, 0.812], [-2.873, -0.866, 0.862], [-3.047, -1.784, 1.896], [-4.204, -2.531, 1.998], [-5.197, -2.345, 1.053], [-5.058, -1.435, 0.023], [-3.889, -0.698, -0.070], [-3.773, 0.021, -0.864], [-5.854, -1.309, -0.694], [-6.331, -3.071, 1.141], [-4.346, -3.245, 2.794], [-2.263, -1.916, 2.627], [-1.264, 0.110, 1.841], [-1.503, 1.180, -0.012], [-2.118, 1.363, -1.045], [-0.627, 2.053, 0.507], [-0.039, 1.744, 1.273], [-0.230, 3.274, -0.165], [1.180, 3.132, -0.743], [1.606, 4.424, -1.434], [1.545, 5.597, -0.461], [0.138, 5.739, 0.113], [-0.287, 4.450, 0.810], [-1.300, 4.549, 1.203], [0.384, 4.249, 1.649], [0.105, 6.568, 0.821], [-0.562, 5.960, -0.695], [1.832, 6.518, -0.971], [2.254, 5.431, 0.353], [2.619, 4.315, -1.825], [0.939, 4.618, -2.277], [1.200, 2.301, -1.452], [1.876, 2.900, 0.068], [-0.948, 3.427, -0.978], [0.086, -1.684, -1.604], [-1.573, -1.089, -1.479], [-0.773, -3.523, 0.152], [-2.356, -3.144, -0.565], [-1.363, -4.570, -3.649], [-1.458, -2.807, -3.421]],
  "nbo_charge": [-0.252, 0.169, -0.537, -0.081, -0.281, -0.415, 0.664, -0.704, -0.443, 0.220, -0.779, 0.432, 0.434, 0.006, -0.576, 0.719, 0.641, -0.631, -0.799, 0.417, 0.407, -0.174, 0.016, -0.195, -0.285, 0.397, -0.283, -0.210, 0.260, 0.232, -0.324, 0.233, 0.218, 0.252, 0.687, -0.653, -0.611, 0.427, -0.061, -0.403, -0.397, -0.396, -0.396, -0.399, 0.215, 0.192, 0.210, 0.197, 0.209, 0.193, 0.210, 0.197, 0.213, 0.196, 0.226, 0.220, 0.240, 0.194, 0.183, 0.197, 0.165]
}

Entry 3:
{
  "formula": "C3H6N2O",
  "method": "the ωB97M-V functional and the def2-TZVPD basis",
  "multiplicity": 1,
  "gap_ev": 9.1920,
  "homo_energy_ev": -8.89,
  "energy_ha": -302.44462,
  "e_lumo_ev": 0.30,
  "molar_mass_g_mol": 86.1,
  "elements": ["N", "C", "C", "C", "O", "N", "H", "H", "H", "H", "H", "H"],
  "coordinates": [[0.711, -0.623, -0.582], [-0.366, 0.117, -0.432], [1.180, 0.874, 1.632], [-1.664, 0.276, -0.357], [-0.093, -1.571, -1.827], [0.593, 1.272, 0.599], [-0.302, -2.376, -1.331], [1.416, -0.201, -1.184], [1.501, 1.623, 2.361], [1.404, -0.170, 1.873], [-2.063, 1.096, 0.224], [-2.318, -0.318, -0.976]],
  "nbo_charge": [-0.330, 0.375, -0.075, -0.516, -0.691, -0.429, 0.458, 0.393, 0.177, 0.156, 0.241, 0.241]
}

Entry 4:
{
  "formula": "C36H28F2GeN5SSn",
  "method": "the ωB97M-V functional and the def2-TZVPD basis",
  "multiplicity": 1,
  "gap_ev": [5.2935, 5.1298],
  "homo_energy_ev": [-16.39, -16.14],
  "energy_ha": -4550.50306,
  "e_lumo_ev": [-11.09, -11.01],
  "molar_mass_g_mol": 792.0,
  "total_charge": 3,
  "elements": ["Sn", "F", "C", "C", "C", "C", "C", "F", "C", "C", "C", "C", "C", "C", "N", "H", "H", "H", "H", "H", "H", "S", "C", "N", "N", "C", "C", "C", "C", "C", "C", "N", "N", "C", "C", "C", "C", "C", "C", "H", "H", "H", "H", "H", "H", "H", "H", "H", "H", "H", "Ge", "C", "C", "C", "C", "C", "C", "C", "C", "C", "C", "C", "C", "H", "H", "H", "H", "H", "H", "H", "H", "H", "H", "H"],
  "coordinates": [[-0.061, 0.583, -0.630], [-5.352, -0.638, -0.424], [-4.332, -0.205, -1.149], [-3.093, -0.061, -0.539], [-2.050, 0.406, -1.315], [-2.168, 0.684, -2.681], [-3.446, 0.517, -3.221], [-3.663, 0.769, -4.510], [-4.531, 0.087, -2.482], [-0.972, 1.097, -3.457], [-0.947, 1.338, -4.827], [0.243, 1.693, -5.437], [1.406, 1.803, -4.685], [1.326, 1.549, -3.337], [0.170, 1.206, -2.741], [-2.993, -0.312, 0.509], [-5.502, -0.020, -2.946], [-1.846, 1.255, -5.411], [0.262, 1.885, -6.502], [2.348, 2.092, -5.129], [2.202, 1.628, -2.707], [1.992, 1.780, -0.098], [1.804, 1.772, 1.621], [2.885, 2.127, 2.286], [2.977, 2.178, 3.585], [2.433, 1.450, 4.624], [1.839, 0.185, 4.461], [1.417, -0.490, 5.579], [1.567, 0.078, 6.852], [2.178, 1.319, 7.012], [2.634, 2.000, 5.906], [0.579, 1.709, 2.280], [-0.437, 1.586, 1.552], [-1.681, 1.689, 2.200], [-1.844, 1.346, 3.549], [-3.081, 1.516, 4.131], [-4.134, 2.055, 3.391], [-3.961, 2.415, 2.059], [-2.737, 2.217, 1.451], [3.709, 2.828, 3.865], [1.778, -0.275, 3.485], [0.988, -1.478, 5.483], [1.225, -0.467, 7.723], [2.310, 1.741, 7.999], [3.126, 2.959, 6.015], [-1.012, 0.937, 4.104], [-3.236, 1.237, 5.164], [-5.098, 2.197, 3.862], [-4.779, 2.853, 1.505], [-2.576, 2.508, 0.420], [0.767, -2.443, -0.877], [-0.390, -2.497, -2.360], [0.052, -2.279, -3.674], [-0.828, -2.441, -4.728], [-2.147, -2.813, -4.479], [-2.594, -3.028, -3.180], [-1.721, -2.873, -2.118], [2.635, -2.248, -0.836], [3.373, -1.706, -1.899], [4.752, -1.673, -1.831], [5.403, -2.186, -0.710], [4.681, -2.722, 0.348], [3.296, -2.748, 0.295], [0.149, -2.941, 0.427], [1.082, -2.013, -3.877], [-0.489, -2.302, -5.746], [-2.827, -2.954, -5.309], [-3.616, -3.337, -3.002], [-2.070, -3.053, -1.108], [2.876, -1.322, -2.782], [5.330, -1.268, -2.650], [6.484, -2.173, -0.668], [5.198, -3.131, 1.205], [2.737, -3.178, 1.117]],
  "lowdin_charge": [1.135, 0.130, -0.249, -0.055, -0.279, -0.121, -0.196, 0.115, 0.122, -0.188, 0.043, 0.020, -0.003, -0.122, -0.060, 0.124, 0.159, 0.125, 0.138, 0.131, 0.075, 0.760, -0.730, 0.088, 0.109, -0.194, -0.017, -0.033, 0.009, -0.013, 0.037, 0.067, -0.047, -0.255, 0.007, -0.028, -0.006, -0.027, -0.031, 0.188, 0.113, 0.125, 0.133, 0.134, 0.138, 0.103, 0.125, 0.130, 0.128, 0.116, 1.115, -0.400, -0.095, -0.043, -0.018, -0.043, -0.118, -0.397, -0.108, -0.040, -0.019, -0.043, -0.113, 0.005, 0.098, 0.125, 0.129, 0.126, 0.107, 0.088, 0.123, 0.128, 0.123, 0.099]
}

Entry 5:
{
  "formula": "C31H36N3O2",
  "method": "the ωB97M-V functional and the def2-TZVPD basis",
  "multiplicity": 1,
  "gap_ev": 5.5167,
  "homo_energy_ev": -9.84,
  "energy_ha": -1517.37809,
  "e_lumo_ev": -4.33,
  "molar_mass_g_mol": 482.6,
  "total_charge": 1,
  "elements": ["C", "N", "C", "O", "C", "C", "C", "C", "C", "C", "C", "C", "N", "C", "C", "C", "C", "C", "C", "C", "C", "C", "C", "C", "C", "C", "H", "H", "H", "H", "H", "H", "H", "H", "H", "H", "H", "H", "H", "H", "H", "H", "H", "H", "H", "H", "H", "H", "H", "H", "H", "H", "H", "C", "C", "C", "N", "C", "C", "C", "C", "C", "O", "H", "H", "H", "H", "H", "H", "H", "H", "H"],
  "coordinates": [[-0.293, -5.457, 2.064], [-0.452, -4.330, 1.164], [-1.363, -4.371, 0.131], [-2.105, -5.291, -0.141], [-1.251, -3.049, -0.609], [-2.582, -2.295, -0.655], [-3.693, -3.088, -1.276], [-4.754, -3.549, -0.508], [-5.739, -4.334, -1.070], [-5.676, -4.672, -2.406], [-4.634, -4.210, -3.181], [-3.652, -3.420, -2.621], [-0.189, -2.259, 0.084], [0.166, -1.001, -0.315], [1.159, -0.253, 0.276], [1.543, 1.020, -0.101], [2.617, 1.724, 0.515], [2.988, 3.011, 0.082], [4.032, 3.681, 0.676], [4.748, 3.112, 1.726], [5.883, 3.836, 2.365], [4.385, 1.843, 2.166], [3.350, 1.163, 1.577], [0.353, -3.075, 1.237], [0.089, -2.394, 2.577], [1.825, -3.410, 1.024], [-1.020, -6.228, 1.816], [0.709, -5.869, 1.964], [-0.449, -5.146, 3.096], [-0.901, -3.256, -1.629], [-2.852, -2.016, 0.369], [-2.456, -1.355, -1.202], [-4.791, -3.303, 0.539], [-6.552, -4.694, -0.462], [-6.435, -5.303, -2.839], [-4.581, -4.479, -4.223], [-2.834, -3.066, -3.226], [-0.368, -0.583, -1.147], [1.673, -0.706, 1.098], [0.986, 1.512, -0.878], [2.428, 3.474, -0.711], [4.308, 4.664, 0.330], [6.279, 3.281, 3.218], [6.702, 3.984, 1.658], [5.568, 4.816, 2.728], [4.928, 1.393, 2.980], [3.105, 0.187, 1.951], [-0.980, -2.236, 2.702], [0.431, -3.014, 3.405], [0.583, -1.428, 2.652], [1.944, -3.951, 0.087], [2.444, -2.518, 0.971], [2.211, -4.041, 1.824], [-2.717, 2.014, -0.004], [-1.582, 2.631, -0.752], [-1.137, 3.892, -0.367], [-0.148, 4.608, -1.051], [0.246, 4.284, -2.325], [1.151, 5.048, -3.007], [1.707, 6.153, -2.392], [1.346, 6.472, -1.096], [0.418, 5.706, -0.448], [-1.070, 2.005, -1.689], [-2.483, 1.913, 1.056], [-3.620, 2.614, -0.112], [-2.927, 1.022, -0.402], [-1.579, 4.357, 0.498], [-0.195, 3.416, -2.779], [1.427, 4.790, -4.017], [2.407, 6.773, -2.927], [1.795, 7.316, -0.599], [0.121, 5.937, 0.559]],
  "lowdin_charge": [-0.001, -0.027, -0.384, 0.120, -0.140, -0.090, -0.244, -0.042, -0.070, -0.079, -0.071, -0.042, 0.073, 0.039, -0.052, 0.065, -0.197, 0.008, -0.017, -0.247, -0.034, -0.017, 0.002, -0.428, 0.011, 0.010, 0.101, 0.092, 0.091, 0.171, 0.130, 0.113, 0.112, 0.107, 0.106, 0.106, 0.113, 0.137, 0.059, 0.105, 0.098, 0.120, 0.084, 0.096, 0.093, 0.119, 0.103, 0.100, 0.092, 0.077, 0.104, 0.073, 0.094, -0.019, -0.535, -0.056, -0.026, -0.018, -0.036, -0.062, -0.050, -0.028, -0.067, 0.084, 0.090, 0.066, 0.112, 0.117, 0.121, 0.112, 0.118, 0.134]
}

Entry 6:
{
  "formula": "C13H7Cl4O3",
  "method": "the ωB97M-V functional and the def2-TZVPD basis",
  "multiplicity": 1,
  "gap_ev": 7.6053,
  "homo_energy_ev": -4.70,
  "energy_ha": -2566.09547,
  "e_lumo_ev": 2.91,
  "molar_mass_g_mol": 353.0,
  "total_charge": -1,
  "elements": ["C", "C", "C", "C", "C", "O", "C", "O", "C", "Cl", "C", "Cl", "C", "O", "C", "Cl", "C", "Cl", "C", "C", "H", "H", "H", "H", "H", "H", "H"],
  "coordinates": [[0.000, 0.547, -4.272], [0.000, 0.053, -2.856], [0.000, -1.330, -2.649], [0.000, -1.862, -1.385], [0.000, -1.000, -0.265], [0.000, -1.685, 0.921], [0.000, -1.187, 2.213], [0.000, -2.036, 3.136], [1.345, -0.343, 2.519], [2.754, -1.287, 2.489], [1.292, 0.958, 2.835], [2.730, 1.854, 3.077], [0.000, 1.744, 2.837], [0.000, 2.968, 2.808], [-1.292, 0.958, 2.835], [-2.730, 1.854, 3.077], [-1.345, -0.343, 2.519], [-2.754, -1.287, 2.489], [0.000, 0.396, -0.434], [0.000, 0.901, -1.743], [0.000, 1.644, -4.333], [0.880, 0.170, -4.802], [-0.880, 0.170, -4.802], [0.000, -1.992, -3.510], [0.000, -2.935, -1.219], [0.000, 1.081, 0.415], [0.000, 1.988, -1.901]],
  "nbo_charge": [-0.618, -0.075, -0.209, -0.257, 0.396, -0.542, 0.506, -0.791, 0.019, 0.061, -0.254, 0.003, 0.511, -0.552, -0.254, 0.003, 0.019, 0.061, -0.318, -0.183, 0.209, 0.207, 0.207, 0.196, 0.221, 0.231, 0.204]
}